one) The following is a quantum chemistry calculation of C5H8OS in the gas phase, from OMol25.

The geometry in ORCA input format:
```
! wB97M-V def2-TZVPD RIJCOSX def2/J DEFGRID3
* xyz 0 1
C -1.6575 -0.1589 0.2668
O -1.3784 1.1005 -0.3335
C -0.1562 1.6692 0.1478
C 0.9877 0.7485 -0.3467
C 2.3019 -0.0008 -0.0184
C 0.9577 -0.4693 0.4591
S -0.3998 -1.4738 -0.1520
H -2.6038 -0.5526 -0.1269
H -1.7084 -0.0373 1.3558
H -0.1270 1.8319 1.2458
H -0.1436 2.6507 -0.3248
H 0.6935 0.5061 -1.3887
H 3.0104 0.4553 0.6500
H 2.7748 -0.4858 -0.9061
H 0.9260 -0.3233 1.5442
*
```

Results
LUMO level, eV: 1.0
SMILES: C1OC[C@H]2C[C@@H]2S1
HOMO-LUMO gap, eV: 9.466



two) The following is a quantum chemistry calculation of 2 unconnected molecules or ions with the total composition C5H8OS, from OMol25.

The geometry in ORCA input format:
```
! wB97M-V def2-TZVPD RIJCOSX def2/J DEFGRID3
* xyz 0 1
C -1.3583 0.8568 0.7869
C -0.2134 0.3039 1.1498
C -1.3107 1.1943 -0.6550
C 0.5902 0.0997 -0.0323
C 0.7758 -1.9839 -0.2453
O -0.0466 0.7128 -1.1143
S 2.3743 0.4654 0.1579
H -2.1146 1.0270 1.5164
H 0.0869 -0.0059 2.1827
H -2.0518 0.7247 -1.1766
H -1.5070 2.2034 -0.7636
H 1.7725 -2.1042 -0.5811
H 0.1073 -2.4733 -1.0060
H 0.4845 -2.3575 0.7152
H 2.4108 1.3368 -0.9347
*
```

Results
LUMO level, eV: 0.9
HOMO-LUMO gap, eV: 8.991



three) The following is a quantum chemistry calculation of C5H8OS in the gas phase, from OMol25.

The geometry in ORCA input format:
```
! wB97M-V def2-TZVPD RIJCOSX def2/J DEFGRID3
* xyz 0 1
C 1.6364 -0.0356 -0.3278
C 0.2516 -0.6889 -0.1710
C -0.3847 -0.9010 1.2306
S -1.1833 0.7936 1.3442
C -0.8613 1.4705 -0.2938
C -0.8477 -0.0700 -0.9251
O 0.0994 -1.0838 -1.4504
H 1.5995 0.8347 -0.9851
H 2.3071 -0.9876 -0.9851
H 2.0800 0.0859 0.8501
H -1.2403 -1.7283 1.3065
H 0.2939 -1.2255 2.0571
H -1.7743 1.9775 -0.5687
H -0.1283 2.1089 -0.0889
H -1.8479 -0.5503 -0.9926
*
```

Results
LUMO level, eV: 0.8
SMILES: C[C@@]12CSC[C@H]1O2
HOMO-LUMO gap, eV: 9.635



four) The following is a quantum chemistry calculation of 2 unconnected molecules or ions with the total composition C5H8OS, from OMol25.

The geometry in ORCA input format:
```
! wB97M-V def2-TZVPD RIJCOSX def2/J DEFGRID3
* xyz 0 1
C 0.9496 1.7660 -0.0072
C -2.3454 -0.0546 -0.0725
C -2.7555 0.9530 0.6696
C 1.5522 0.5641 -0.2213
C 2.3355 -1.9990 -0.4367
O 1.0035 2.9003 -0.4160
S 2.5029 -0.4692 0.5783
H 0.0376 1.4086 0.5856
H -2.0588 0.0744 -1.1039
H -2.2829 -1.0606 0.3127
H -3.0478 0.8170 1.6980
H -2.8197 1.9579 0.2867
H 1.2880 -2.2754 -0.4945
H 2.9099 -2.7824 0.0476
H 2.7308 -1.8002 -1.4265
*
```

Results
LUMO level, eV: -0.5
HOMO-LUMO gap, eV: 8.405



Stability check: which of them is most stable? one).



one) The following is a quantum chemistry calculation of C5H8OS in the gas phase, from OMol25.

The geometry in ORCA input format:
```
! wB97M-V def2-TZVPD RIJCOSX def2/J DEFGRID3
* xyz 0 1
C -0.8450 -0.3717 0.7223
C -1.7428 0.8087 0.4138
C 2.6146 -1.0296 -0.6488
C 1.4938 -0.3852 -0.5256
C -2.4088 1.1274 -0.7211
O 1.7058 0.0009 2.0317
S 0.8744 0.5033 0.8920
H -1.1720 -0.6649 1.7136
H -0.8430 -1.1350 -0.1050
H -1.8319 1.4269 1.2639
H 3.0686 -1.6421 -1.3853
H 3.2715 -1.2442 0.2739
H 0.8712 -0.1921 -1.4676
H -2.2721 0.6132 -1.6681
H -2.7843 2.1843 -0.7898
*
```

Results
LUMO level, eV: 0.8
HOMO-LUMO gap, eV: 10.029



two) The following is a quantum chemistry calculation of C5H8OS in the gas phase, from OMol25.

The geometry in ORCA input format:
```
! wB97M-V def2-TZVPD RIJCOSX def2/J DEFGRID3
* xyz 0 1
C 0.9699 -2.7528 -0.8909
S 0.9938 -1.2088 0.1560
C -0.6113 -0.5394 -0.0853
C -1.3576 0.0975 0.8556
O -2.5316 0.7015 0.5559
C -2.7970 0.5542 -0.7430
C -1.4300 -0.2185 -1.2317
H 1.7868 -3.5209 -0.7070
H 1.0497 -2.3937 -1.8581
H 0.0515 -3.2127 -0.6938
H -1.0417 0.5573 1.8211
H -3.0864 1.5028 -1.1348
H -3.4444 -0.2834 -0.8025
H -1.8872 -1.1699 -1.3402
H -1.0004 0.2087 -2.2389
*
```

Results
LUMO level, eV: 0.9
SMILES: CSC1=COCC1
HOMO-LUMO gap, eV: 8.675



three) The following is a quantum chemistry calculation of C5H8OS in the gas phase, from OMol25.

The geometry in ORCA input format:
```
! wB97M-V def2-TZVPD RIJCOSX def2/J DEFGRID3
* xyz 0 1
C 1.5267 0.7127 -0.2593
C 0.1523 0.1857 -0.2250
C -0.1302 -1.0687 0.0435
C -1.5290 -1.5442 0.1279
S -2.5360 -0.0881 -0.1906
C -1.1925 1.1252 -0.3444
O -1.0449 2.1234 0.6813
H 2.0819 0.2979 0.6181
H 1.5932 1.7901 -0.4051
H 2.1695 0.1624 -1.0057
H 0.4490 -1.8996 0.1448
H -1.9060 -2.4589 -0.4983
H -1.5466 -1.8761 1.0996
H -1.2540 1.7427 -1.2915
H -1.9247 2.3528 0.9282
*
```

Results
LUMO level, eV: 0.9
SMILES: CC1=CCS[C@H]1O
HOMO-LUMO gap, eV: 9.825



Stability check: which of them is most stable? three).



one) The following is a quantum chemistry calculation of 2 unconnected molecules or ions with the total composition C3H11NOS2, from OMol25.

The geometry in ORCA input format:
```
! wB97M-V def2-TZVPD RIJCOSX def2/J DEFGRID3
* xyz 0 1
C -2.6258 -2.0544 -0.4336
S -1.5186 -0.8399 -0.9422
S 0.2586 -1.9961 -1.0029
C 1.0349 -1.3993 0.6092
C 0.7478 -0.0099 1.1391
N 1.6809 0.9898 0.7144
H -3.6735 -1.8005 -0.7028
H -2.4418 -3.1193 -0.6744
H -2.6543 -2.1141 0.6837
H 2.0921 -1.4322 0.3525
H 0.9098 -2.1919 1.2895
H 0.8237 -0.0656 2.2481
H -0.3023 0.3156 1.0255
H 1.7434 1.2434 -0.2077
H 2.0001 1.7431 1.2764
O 0.6911 4.2083 -2.1619
H 0.9288 3.4868 -1.5680
H 0.3052 5.0363 -1.6450
*
```

Results
LUMO level, eV: 0.5
SMILES: CSSCCN.O
HOMO-LUMO gap, eV: 9.110



two) The following is a quantum chemistry calculation of 2 unconnected molecules or ions with the total composition C3H11NOS2, from OMol25.

The geometry in ORCA input format:
```
! wB97M-V def2-TZVPD RIJCOSX def2/J DEFGRID3
* xyz 0 1
C 2.5111 -0.4779 -0.4290
N 1.0483 -1.0110 -0.3119
C 0.0611 0.0255 -0.8988
C -1.2873 -0.5277 -1.1032
S -2.1377 -0.7064 0.5477
S -3.6613 0.6945 0.5246
H 2.9072 -0.3007 -1.5195
H 3.1006 -1.2529 -0.0381
H 2.6067 0.5220 0.0746
H 0.7597 -1.1221 0.6997
H 0.2579 1.0467 -0.4833
H 0.4683 0.2237 -1.9583
H -1.1586 -1.4782 -1.8494
H -1.9386 0.0771 -1.8325
H -3.0666 1.9013 0.7569
O 0.1902 0.6455 2.3940
H 0.1431 1.2222 3.1882
H -0.8041 0.5183 2.2384
*
```

Results
LUMO level, eV: 0.3
SMILES: CNCCSS.O
HOMO-LUMO gap, eV: 9.256



Stability check: which of them is most stable? one).



one) The following is a quantum chemistry calculation of 2 unconnected molecules or ions with the total composition C3H11NOS2, from OMol25.

The geometry in ORCA input format:
```
! wB97M-V def2-TZVPD RIJCOSX def2/J DEFGRID3
* xyz 0 1
C 1.6717 -0.6600 -0.5823
S 0.0706 -0.9294 -1.3986
S -0.7221 0.9326 -1.6554
C -0.3670 1.6254 -0.0994
C -1.1982 1.1836 1.1044
N -0.4577 0.6164 2.3625
H 2.4674 -0.0441 -1.1316
H 1.4970 -0.4313 0.3930
H 2.0557 -1.7333 -0.6688
H -0.7108 2.6842 -0.3788
H 0.6877 1.6523 0.0094
H -2.0027 0.4118 0.8784
H -1.8415 2.0804 1.4072
H 0.0880 1.3820 2.8171
H 0.1233 -0.0360 1.8964
O 1.1544 -2.2505 2.4715
H 0.8042 -2.7210 1.6566
H 0.5864 -2.5007 3.1385
*
```

Results
LUMO level, eV: 0.6
SMILES: CSSCCN.O
HOMO-LUMO gap, eV: 8.849



two) The following is a quantum chemistry calculation of 2 unconnected molecules or ions with the total composition C3H11NOS2, from OMol25.

The geometry in ORCA input format:
```
! wB97M-V def2-TZVPD RIJCOSX def2/J DEFGRID3
* xyz 0 1
N -2.9917 1.2151 0.9104
C -2.1554 0.4806 -0.0427
C -0.6724 0.4798 0.3453
C 0.0634 -0.6925 -0.2900
S 0.1660 -0.6217 -2.1174
S 2.1761 -0.3059 -2.6498
H -3.8292 0.7093 1.1666
H -2.4854 1.3743 1.7720
H -2.2501 0.9166 -1.0393
H -2.5158 -0.5501 -0.1469
H -0.6021 0.2112 1.4083
H -0.2994 1.4664 0.1116
H -0.3503 -1.6496 -0.0189
H 1.1229 -0.5952 -0.0285
H 1.9170 -1.0322 -3.7437
O 4.4397 -0.7781 1.6741
H 4.7410 -0.1634 0.9909
H 3.5257 -0.4646 1.6981
*
```

Results
LUMO level, eV: 0.3
SMILES: NCCCSS.O
HOMO-LUMO gap, eV: 8.758



Stability check: which of them is most stable? two).